(1)
One molecule with the formula C9H9N3. Source: the Open Molecules 2025 dataset; level of theory: ωB97M-V/def2-TZVPD.

The geometry in XYZ format:
```
21
Properties=species:S:1:pos:R:3:forces:R:3:lowdin_charge:R:1
N -0.9177 -1.7786 -0.1737 -1.0754 2.9017 1.3246 0.10
N -2.0702 -1.1438 0.0495 0.2600 -2.2436 -0.9544 0.05
N 1.6361 2.4187 0.0336 -0.0233 -0.1667 -0.1148 0.08
C 2.6696 0.2179 0.2029 -0.2697 -0.3080 -0.0116 -0.03
C -1.0520 0.9985 -0.2800 -0.9705 -1.0252 0.2454 0.07
C 1.5321 1.0160 0.0289 1.3216 -0.1562 -0.2520 -0.24
C -2.1896 0.1606 -0.0524 1.5718 2.2298 0.3021 -0.33
C 0.1752 -0.9514 -0.0823 0.9129 -5.7659 -0.8759 -0.24
C -3.5344 0.7503 0.2864 -0.2373 -1.0409 1.0459 -0.05
C 2.5596 -1.2246 0.1651 0.7184 0.2485 -0.5747 -0.11
C 0.1992 0.3934 -0.1468 0.9885 2.4906 0.4511 -0.12
C 1.3780 -1.7955 -0.0488 -1.8584 -0.0392 -0.0054 -0.05
H 3.4215 -1.8986 0.1376 0.0608 0.6767 0.3077 0.11
H -4.2697 0.4734 -0.4497 -0.4187 -0.5920 -0.1568 0.06
H 2.5854 2.8017 -0.0633 -0.8867 -0.4216 -0.0366 0.10
H 1.1857 -2.8771 -0.1932 0.3339 0.8758 0.2763 0.12
H -3.8642 0.3464 1.3304 0.5200 0.9890 -1.8988 0.12
H 0.9491 2.8698 -0.5604 0.3676 0.0903 0.1671 0.08
H 3.7313 0.5612 0.3248 -1.4513 0.3878 -0.1238 0.12
H -1.1833 2.0345 -0.5345 -0.0489 0.3384 0.2941 0.11
H -3.5199 1.8225 0.2048 0.1846 0.5308 0.5904 0.06
```
Forces are in eV/Å.

## Properties
**Orbital gap**: 7.768 eV
**SMILES**: Cc1cc2c(N)cccc2nn1

---

(2)
A 2-piece molecular cluster, C9H9N3O2 overall. Source: the Open Molecules 2025 dataset; level of theory: ωB97M-V/def2-TZVPD.

The geometry in XYZ format:
```
23
Properties=species:S:1:pos:R:3:forces:R:3:lowdin_charge:R:1
O -1.9760 0.1847 -1.3753 1.0538 -1.1743 0.8022 0.08
O 0.2625 -1.5229 -5.0133 -0.6852 1.3375 3.7858 0.01
N -0.7704 -0.7713 -3.0434 -5.1045 -1.0208 -2.0865 0.17
N 1.2604 0.4647 2.6931 0.6322 -1.0222 -0.2198 0.04
N 0.4185 -0.1756 -1.1572 -4.6058 0.9351 3.7777 0.11
C 0.2948 -1.1443 -3.7998 2.2084 -1.5321 -2.0104 -0.46
C 1.5175 -1.0493 -3.0090 1.0706 0.7916 -2.1656 -0.01
C -0.6323 1.8149 3.2322 -2.1019 0.6779 -1.8185 -0.08
C -1.4542 0.8478 2.6672 -1.9614 -0.7579 0.9038 -0.13
C -0.9360 -0.3142 -1.7460 2.4483 1.9637 -0.8206 -0.42
C 0.4559 -0.5369 2.3902 -2.4799 -1.5011 0.0911 -0.19
C -0.9959 -0.4348 2.4060 0.3643 -0.5192 -3.3076 -0.07
C 0.7233 1.5905 3.0902 0.3028 3.2776 1.6446 -0.19
C 1.5182 -0.4546 -1.8043 1.6217 -1.2907 -1.4491 -0.14
H 2.3985 -0.2043 -1.2500 0.6018 -0.0488 -0.0274 0.13
H -1.2741 2.7519 3.3363 2.0937 -0.7416 0.5755 0.13
H 1.3744 2.4802 3.3707 -0.3329 -1.4899 -0.5295 0.13
H -1.7130 -1.1611 1.7059 2.1450 1.5964 2.4708 0.16
H 0.5306 0.0663 -0.1184 -0.7993 -0.2748 -2.2250 0.16
H -1.7127 -0.9091 -3.5940 2.2836 0.6390 1.6012 0.22
H 0.8570 -1.5430 2.1442 0.2016 0.9525 0.0606 0.11
H -2.5393 1.1112 2.5487 1.1347 -0.4944 0.0177 0.12
H 2.3923 -1.0909 -3.6741 -0.0917 -0.3033 0.9290 0.12
```
Forces are in eV/Å.

## Properties
**Orbital gap**: 9.755 eV
**SMILES**: O=c1cc[nH]c(=O)[nH]1.c1ccncc1

---

(3)
C9H9N3O5Tb as an isolated structure. Source: the Open Molecules 2025 dataset; level of theory: ωB97M-V/def2-TZVPD.

The geometry in XYZ format:
```
27
Properties=species:S:1:pos:R:3:forces:R:3:lowdin_spin:R:1
Tb -1.4718 -0.9547 -0.3124 1.2283 -0.1488 0.6459 6.10
O -4.6618 -2.6886 -1.5227 3.7458 2.4130 1.3263 0.00
O 0.5056 -1.2017 1.4469 -0.4979 1.0305 -1.2455 -0.01
O -2.8514 -1.4738 2.8692 1.2842 1.0144 -5.2617 0.00
O -0.8359 -0.8684 -3.8998 -1.5432 -0.2813 4.1329 0.00
O -0.2750 -4.3030 -0.3602 -2.3885 5.3067 -0.3065 0.00
N 2.0589 0.5392 1.2947 -0.5669 0.1092 -0.5686 0.00
N -0.2866 1.8991 -1.8159 0.3218 0.2883 0.0707 0.00
N 0.2474 0.3697 -0.1625 -0.5316 -0.3207 -0.0433 -0.02
C -0.7451 -3.2446 -0.4151 2.9695 -7.1454 0.2725 -0.02
C 2.4104 1.6831 0.6039 -0.7591 -0.6894 -0.1089 0.00
C 1.6839 2.1702 -0.4507 0.6817 0.7681 0.0625 0.00
C 0.5335 1.4980 -0.8306 -0.1696 -0.3683 0.0009 0.00
C -1.2070 -0.9243 -2.8158 1.7075 0.1482 -5.3839 -0.02
C 0.9555 -0.1473 0.9150 -0.1195 0.2245 -0.3497 0.00
C -2.5629 -1.2619 1.7697 -2.3826 -1.2870 7.4269 -0.02
C 2.8291 0.0481 2.4393 0.2721 -0.1828 0.3579 0.00
C -3.7334 -2.0972 -1.1926 -4.1861 -2.5860 -1.5035 -0.01
H 3.2977 2.1501 0.9775 0.3791 0.3521 0.0131 0.00
H -0.0154 2.7552 -2.2884 -0.3436 -0.0753 -0.1942 0.00
H 1.9371 3.0730 -0.9923 0.4129 0.0176 0.3163 0.00
H 3.6464 0.7407 2.5662 0.2818 0.0005 0.2631 0.00
H -2.5689 1.1055 -0.5319 -1.1985 -0.4708 -0.3136 -0.01
H -3.1328 0.5949 -0.7536 0.4821 1.1877 0.2672 -0.01
H 2.2047 0.0254 3.3318 0.0199 0.0742 -0.0736 0.00
H 3.2069 -0.9541 2.2387 -0.0055 0.0932 -0.0551 0.00
H -1.1690 1.4674 -2.1084 0.9058 0.5274 0.2519 0.00
```
Forces are in eV/Å.

## Properties
**Orbital gap (spin up / spin down)**: 6.545 / 6.824 eV
**<S²>**: 12.6613
**2S+1**: 7
**Charge**: +3

---

(4)
One molecule with the formula C9H9N3OS2. Source: the Open Molecules 2025 dataset; level of theory: ωB97M-V/def2-TZVPD.

The geometry in XYZ format:
```
24
Properties=species:S:1:pos:R:3:forces:R:3:lowdin_charge:R:1
S 0.3296 -1.8160 -0.2829 -0.2059 0.1540 -0.0114 0.99
S -0.3498 3.3439 -2.2791 0.3511 0.1173 0.4174 1.05
O -2.1165 -4.3400 1.3425 -0.0503 -0.1769 0.0591 0.10
N -1.0932 1.0444 -0.4923 0.9590 1.0360 -1.4316 -0.01
N -1.9999 -2.1335 0.8179 -0.5357 0.2135 0.2877 0.12
N -1.6558 0.0394 0.1327 -1.1462 -1.0547 1.5246 0.01
C 0.7054 4.6928 -2.3826 -0.1462 -0.2496 0.0780 -0.41
C -1.5175 -3.4026 0.8803 0.1844 -0.0944 -0.1186 -0.51
C -0.1778 1.7848 -0.0055 -0.3378 -0.9754 0.7619 -0.18
C 1.5080 4.8145 -1.2895 -0.0112 0.2447 -0.3403 -0.19
C 0.2957 2.9245 -0.7227 0.2974 0.8064 -0.7628 -0.52
C -0.1057 -3.4842 0.3159 0.2358 0.0591 -0.1186 -0.53
C 0.8663 -3.9826 1.3778 -0.1071 -0.0261 -0.0322 -0.10
C 1.2767 3.8059 -0.3391 -0.4062 -0.5244 0.0575 -0.13
C -1.2300 -1.1377 0.2554 0.8540 0.3527 -0.6512 -0.61
H -2.9273 -1.9108 1.1525 0.0618 -0.0599 -0.0068 0.17
H 0.9221 -3.2751 2.2027 0.0207 0.0342 0.0475 0.08
H 1.8077 3.7250 0.5926 0.0737 -0.0559 0.1953 0.11
H 0.5149 -4.9391 1.7585 0.0149 -0.0795 0.0131 0.08
H 0.6726 5.3224 -3.2496 0.0200 0.1581 -0.1644 0.06
H 0.2800 1.5959 0.9702 -0.1576 -0.0406 0.0584 0.13
H 1.8599 -4.1071 0.9550 0.0713 -0.0114 0.0079 0.08
H -0.1019 -4.1610 -0.5430 -0.1468 0.0321 0.1406 0.12
H 2.2365 5.5960 -1.1679 0.1068 0.1408 -0.0111 0.10
```
Forces are in eV/Å.

## Properties
**Orbital gap**: 8.667 eV
**SMILES**: C[C@@H]1S/C(=N\N=C\c2cccs2)NC1=O

---

(5)
One molecule with the formula C9H9N5O5. Source: the Open Molecules 2025 dataset; level of theory: ωB97M-V/def2-TZVPD.

The geometry in XYZ format:
```
28
Properties=species:S:1:pos:R:3:forces:R:3:lowdin_charge:R:1
O 3.2812 -1.0715 3.2226 0.0162 -0.7257 -1.3186 -0.03
O 2.8134 1.2136 -2.5982 -0.8449 -0.3169 2.4792 -0.08
O 4.6522 -2.6926 2.6759 -1.1662 1.2859 -0.7597 0.05
O 3.1252 -2.9516 -3.4411 1.0474 0.2631 1.8208 0.05
O 4.2236 -4.1519 -1.9672 -0.5634 1.4925 -0.7087 0.02
N 3.7053 -3.0783 -2.3453 -0.1481 -1.2595 -0.3859 -0.34
N 2.4866 1.3731 -1.1960 0.6077 -2.1742 -0.9131 0.18
N 3.8932 -1.7626 2.3429 1.3977 -0.4506 0.6094 -0.35
N 3.1840 -0.0554 -2.9041 0.0323 -0.5343 3.4271 0.16
N 1.4299 -1.0103 1.1728 -2.6307 -0.9633 0.5944 0.07
C 3.7184 -1.4246 0.9671 -0.7896 0.8996 1.0284 -0.12
C -0.5089 0.4384 2.2051 -0.7158 0.6277 0.0675 -0.15
C 4.0879 -2.2882 -0.0566 -0.4245 0.3144 -1.1241 0.08
C 2.6948 0.1446 -0.6746 -0.0720 1.9210 -1.6132 -0.18
C 3.1766 -0.6997 -1.6885 -0.1278 0.5763 -3.1958 -0.18
C 3.6871 -1.9955 -1.3772 0.4589 -1.6043 0.6796 -0.12
C -1.7811 0.8888 2.1547 1.2898 -0.4127 -0.1104 0.03
C -0.0167 -0.4802 1.1184 -0.5662 -1.3637 -0.3600 -0.11
C 2.6266 -0.3247 0.7548 3.0690 1.1916 -0.2533 -0.17
H -2.2845 1.4583 2.9365 0.4530 -0.1319 -0.1732 0.07
H 0.1753 0.6261 3.0348 -0.3235 0.0380 -0.0432 0.11
H -2.3689 0.6639 1.2647 -0.0279 0.0406 0.2098 0.07
H 1.4097 -1.8879 0.6248 -0.0197 0.3750 0.3067 0.19
H 2.8066 0.5539 1.3923 -0.2254 -0.4930 0.0752 0.17
H -0.3178 -0.1746 0.0958 0.7384 0.0917 0.5136 0.14
H -0.5531 -1.4403 1.2782 0.1484 0.4823 -0.1527 0.14
H 1.6486 -1.2948 2.1694 -0.1196 0.4027 -0.6160 0.17
H 4.6615 -3.2009 0.1554 -0.4934 0.4276 -0.0837 0.14
```
Forces are in eV/Å.

## Properties
**Orbital gap**: 7.313 eV
**SMILES**: C=CC[NH2+][C@H]1C(=[N+]([O-])[O-])C=C([N+](=O)[O-])c2nonc21

---

Number 1: total energy -13947.6609 eV. Number 2: total energy -18042.8660 eV. Number 3: total energy -46590.8557 eV. Number 4: total energy -37666.5490 eV. Number 5: total energy -27155.9679 eV.